Computed, not measured: C41H44BN10S3SbSe4Ti as an isolated structure in a non-equilibrium geometry, with ωB97M-V/def2-TZVPD.

For the energy relative to the best compared isomer or geometry (same formula, charge and spin), the calculation gives 90.5 kcal/mol. The total charge is -2. The calculation puts the frontier orbital gap at 4.6761 eV. For the HOMO energy, the calculation gives -1.28 eV. As for the LUMO energy: 3.396 eV. Its maximum force is 0.04017 hartree/bohr.

CARTESIAN COORDINATES (ANGSTROEM)
1 Ti 0.297 0.340 0.191
2 N 0.629 1.899 -0.942
3 S 0.347 3.211 -0.205
4 N -0.637 4.397 -0.751
5 S -1.986 4.917 -0.116
6 N -3.010 4.070 0.504
7 S -2.387 1.860 0.178
8 N -0.988 2.207 0.870
9 C -2.969 2.158 -1.492
10 C -2.131 1.811 -2.541
11 C -2.573 2.022 -3.841
12 C -3.832 2.549 -4.078
13 C -4.665 2.873 -3.013
14 C -4.233 2.691 -1.709
15 C -3.719 1.607 1.318
16 C -4.894 0.982 0.928
17 C -5.832 0.664 1.898
18 C -5.587 0.942 3.235
19 C -4.390 1.540 3.608
20 C -3.446 1.875 2.651
21 C -1.556 6.314 0.943
22 C -1.937 6.229 2.270
23 C -1.565 7.238 3.146
24 C -0.834 8.325 2.684
25 C -0.477 8.411 1.342
26 C -0.833 7.400 0.467
27 C -2.637 5.811 -1.541
28 C -3.757 6.602 -1.313
29 C -4.370 7.238 -2.378
30 C -3.872 7.073 -3.667
31 C -2.765 6.266 -3.887
32 C -2.138 5.633 -2.822
33 C 1.823 3.998 -1.042
34 C 3.074 3.540 -0.631
35 C 4.227 3.952 -1.273
36 C 4.152 4.829 -2.350
37 C 2.912 5.278 -2.770
38 C 1.752 4.862 -2.122
39 C 0.987 3.775 1.423
40 C 1.202 2.926 2.492
41 C 1.673 3.446 3.692
42 C 1.918 4.805 3.825
43 C 1.717 5.647 2.740
44 C 1.264 5.129 1.537
45 H -1.154 1.382 -2.372
46 H -1.913 1.737 -4.650
47 H -4.171 2.705 -5.095
48 H -5.649 3.290 -3.193
49 H -4.849 2.995 -0.876
50 H -5.058 0.708 -0.106
51 H -6.750 0.171 1.604
52 H -6.319 0.676 3.987
53 H -4.185 1.741 4.652
54 H -2.498 2.331 2.908
55 H -2.513 5.364 2.581
56 H -1.843 7.175 4.190
57 H -0.535 9.106 3.372
58 H 0.089 9.263 0.984
59 H -0.550 7.442 -0.579
60 H -4.146 6.698 -0.306
61 H -5.242 7.857 -2.208
62 H -4.358 7.564 -4.501
63 H -2.387 6.121 -4.891
64 H -1.296 4.972 -2.975
65 H 3.144 2.843 0.198
66 H 5.188 3.577 -0.941
67 H 5.053 5.148 -2.860
68 H 2.836 5.953 -3.615
69 H 0.790 5.218 -2.459
70 H 1.023 1.864 2.415
71 H 1.846 2.773 4.523
72 H 2.276 5.204 4.766
73 H 1.921 6.707 2.821
74 H 1.148 5.771 0.677
75 C 1.275 -2.082 5.218
76 N 0.364 -1.458 4.274
77 C -1.016 -1.915 4.346
78 C 0.816 -0.953 3.085
79 N 0.127 -0.109 2.387
80 N 2.029 -1.441 2.671
81 C 2.617 -1.064 1.484
82 N 3.541 -1.906 1.011
83 N 2.292 0.079 0.943
84 H 0.851 -1.973 6.219
85 H 2.235 -1.569 5.199
86 H 1.432 -3.144 4.997
87 H -1.589 -1.363 5.098
88 H -1.026 -2.979 4.596
89 H -1.494 -1.811 3.372
90 H -0.746 0.137 2.837
91 H 2.185 -2.447 2.915
92 H 3.517 -2.870 1.358
93 H 3.688 -1.884 0.007
94 H 2.870 0.283 0.133
95 Se 2.233 -4.726 2.750
96 Sb 1.170 -4.733 0.451
97 Se -1.856 -0.446 -0.036
98 Se -0.210 -2.398 0.232
99 Se 3.120 -4.642 -1.041
100 B 0.558 -0.099 -4.248
101 C 1.013 -0.366 -2.764
102 N 1.289 -0.538 -1.652
103 H -0.586 -0.501 -4.352
104 H 0.621 1.106 -4.427
105 H 1.303 -0.695 -4.995

Forces on atoms 1 to 2 (eV/Å):
Ti 1.630 -0.319 0.627
N 0.131 -0.272 0.466

These are the Mulliken partial charges, in e, on atoms 1 to 99:
1 Ti -0.990
2 N 0.058
3 S 1.808
4 N 0.039
5 S 1.395
6 N -1.036
7 S 0.432
8 N 0.219
9 C 0.433
10 C 0.180
11 C -0.640
12 C -0.802
13 C -0.879
14 C 0.104
15 C 0.949
16 C -0.373
17 C -0.959
18 C -0.587
19 C -1.138
20 C -0.591
21 C -0.100
22 C -0.297
23 C -0.692
24 C -0.505
25 C -0.723
26 C -0.624
27 C 0.526
28 C -0.763
29 C -0.720
30 C -0.501
31 C -1.090
32 C -0.155
33 C 0.563
34 C -0.322
35 C -0.781
36 C -0.640
37 C -0.660
38 C -0.486
39 C 0.073
40 C -0.149
41 C -0.643
42 C -1.044
43 C -0.749
44 C -0.579
45 H -0.250
46 H 0.362
47 H 0.383
48 H 0.412
49 H 0.509
50 H 0.498
51 H 0.424
52 H 0.385
53 H 0.450
54 H 0.457
55 H 0.468
56 H 0.423
57 H 0.382
58 H 0.377
59 H 0.388
60 H 0.437
61 H 0.405
62 H 0.373
63 H 0.461
64 H 0.532
65 H 0.322
66 H 0.418
67 H 0.362
68 H 0.434
69 H 0.120
70 H 0.862
71 H 0.577
72 H 0.369
73 H 0.436
74 H 0.673
75 C -1.046
76 N 0.315
77 C -1.040
78 C 0.247
79 N 0.356
80 N 0.575
81 C -0.047
82 N -0.469
83 N -0.085
84 H 0.386
85 H 0.314
86 H 0.239
87 H 0.255
88 H 0.305
89 H 0.366
90 H -0.284
91 H -0.321
92 H 0.084
93 H 0.277
94 H 0.302
95 Se -0.820
96 Sb 0.253
97 Se -0.176
98 Se -0.024
99 Se -0.744

=====

Computed, not measured: C41H44BaF3N7O2S2Sb as an isolated structure, with ωB97M-V/def2-TZVPD.

For the energy relative to the best compared isomer or geometry (same formula, charge and spin), the calculation gives 32.0 kcal/mol. The total charge is -1. The calculation puts the frontier orbital gap at 5.5920 eV. For the HOMO energy, the calculation gives -4.36 eV. As for the LUMO energy: 1.231 eV. Its maximum force is 0.00497 hartree/bohr.

CARTESIAN COORDINATES (ANGSTROEM)
1 Ba 0.049 -0.299 -0.408
2 C -3.704 -4.768 1.681
3 C -3.596 -3.669 0.844
4 C -2.340 -3.194 0.499
5 C -1.203 -3.811 0.999
6 C -1.306 -4.918 1.839
7 C -2.560 -5.393 2.172
8 N 0.035 -3.200 0.644
9 N 1.046 -3.846 0.946
10 C 2.279 -3.195 0.620
11 C 3.401 -4.003 0.535
12 C 4.604 -3.405 0.196
13 C 4.638 -2.037 -0.015
14 C 3.460 -1.313 0.119
15 N 2.301 -1.884 0.432
16 H -4.682 -5.136 1.965
17 H -4.475 -3.157 0.475
18 H -2.252 -2.332 -0.152
19 H -0.409 -5.376 2.230
20 H -2.653 -6.245 2.833
21 H 3.309 -5.064 0.717
22 H 5.503 -4.000 0.100
23 H 5.552 -1.525 -0.280
24 H 3.442 -0.238 -0.027
25 F 4.524 3.711 0.272
26 C 4.796 2.705 1.108
27 F 6.055 2.936 1.558
28 F 4.893 1.581 0.365
29 C 3.825 2.567 2.248
30 C 4.292 2.718 3.540
31 C 3.426 2.553 4.611
32 C 2.121 2.203 4.310
33 N 1.651 2.054 3.080
34 C 2.455 2.263 2.019
35 S 1.795 2.150 0.429
36 H 5.332 2.962 3.708
37 H 3.756 2.670 5.633
38 H 1.404 2.021 5.108
39 C -4.424 6.167 1.403
40 C -4.206 4.699 1.159
41 C -2.921 4.158 1.199
42 C -2.705 2.817 0.945
43 C -3.787 1.993 0.649
44 C -5.070 2.507 0.612
45 C -5.273 3.857 0.868
46 S -3.476 0.280 0.301
47 O -2.608 -0.192 1.375
48 O -4.768 -0.369 0.190
49 N -2.570 0.251 -0.973
50 C -2.930 0.643 -2.241
51 C -4.242 0.851 -2.696
52 C -4.428 1.214 -4.016
53 C -3.331 1.347 -4.858
54 C -2.076 1.119 -4.317
55 N -1.866 0.797 -3.046
56 H -3.754 6.541 2.179
57 H -5.450 6.370 1.709
58 H -4.227 6.743 0.496
59 H -2.075 4.795 1.433
60 H -1.698 2.416 0.987
61 H -5.898 1.845 0.395
62 H -6.279 4.261 0.842
63 H -5.077 0.699 -2.029
64 H -5.431 1.380 -4.391
65 H -3.442 1.614 -5.900
66 H -1.185 1.204 -4.932
67 C -1.587 -2.081 4.009
68 Sb -0.212 -0.602 3.269
69 C -1.271 1.011 4.194
70 C 1.235 -0.968 4.827
71 H -1.860 -1.849 5.040
72 H -1.135 -3.072 3.974
73 H -2.479 -2.073 3.382
74 H -1.284 0.879 5.277
75 H -2.293 0.997 3.814
76 H -0.792 1.947 3.924
77 H 0.839 -0.663 5.797
78 H 2.159 -0.426 4.627
79 H 1.454 -2.037 4.856
80 C 3.751 0.983 -2.911
81 N 3.090 1.229 -4.178
82 C 3.869 0.700 -5.275
83 C 1.694 0.774 -4.201
84 C 1.470 -0.720 -4.051
85 C 1.508 -1.503 -5.205
86 C 1.350 -2.882 -5.145
87 C 1.146 -3.474 -3.908
88 C 1.097 -2.670 -2.769
89 C 1.245 -1.274 -2.771
90 H 4.738 1.452 -2.927
91 H 3.876 -0.090 -2.697
92 H 3.180 1.429 -2.096
93 H 4.850 1.182 -5.284
94 H 3.371 0.918 -6.223
95 H 4.025 -0.390 -5.218
96 H 1.277 1.124 -5.153
97 H 1.168 1.298 -3.398
98 H 1.657 -1.028 -6.173
99 H 1.376 -3.478 -6.050
100 H 1.012 -4.549 -3.830
101 H 0.912 -3.190 -1.824

Forces on atoms 1 to 2 (eV/Å):
Ba 0.039 0.028 -0.251
C 0.004 0.002 -0.001

These are the Mulliken partial charges, in e, on atoms 1 to 99:
1 Ba 0.770
2 C -0.471
3 C -0.732
4 C 0.101
5 C -0.486
6 C -0.414
7 C -0.533
8 N 1.607
9 N -0.760
10 C -0.406
11 C -0.451
12 C -0.733
13 C -0.442
14 C -0.636
15 N 0.741
16 H 0.393
17 H 0.426
18 H 0.458
19 H 0.435
20 H 0.362
21 H 0.541
22 H 0.377
23 H 0.535
24 H 0.458
25 F -0.251
26 C 0.464
27 F -0.336
28 F -0.127
29 C 0.080
30 C -0.180
31 C -0.998
32 C -0.265
33 N -0.115
34 C -0.019
35 S -0.144
36 H 0.478
37 H 0.399
38 H 0.410
39 C -1.506
40 C 1.118
41 C -1.004
42 C -0.693
43 C -0.229
44 C -0.382
45 C -0.737
46 S 0.617
47 O -0.312
48 O -0.771
49 N 0.876
50 C -0.320
51 C -0.561
52 C -0.513
53 C -0.964
54 C 0.092
55 N 0.213
56 H 0.368
57 H 0.372
58 H 0.279
59 H 0.434
60 H 0.618
61 H 0.504
62 H 0.325
63 H 0.428
64 H 0.396
65 H 0.393
66 H 0.152
67 C -1.334
68 Sb 0.844
69 C -1.389
70 C -1.566
71 H 0.537
72 H 0.405
73 H 0.202
74 H 0.485
75 H 0.416
76 H 0.275
77 H 0.414
78 H 0.378
79 H 0.448
80 C -0.799
81 N 0.170
82 C -0.983
83 C -2.141
84 C 0.720
85 C -0.400
86 C -0.659
87 C -0.934
88 C 0.093
89 C 0.413
90 H 0.419
91 H 0.282
92 H 0.123
93 H 0.351
94 H 0.301
95 H 0.326
96 H 0.501
97 H 0.216
98 H 0.307
99 H 0.364